Entry 1:
Computed, not measured: 4 unconnected molecules or ions with the total composition C36H41F11IN6O5P at a distorted geometry, with wB97M-V/def2-TZVPD.

```
101
Properties=species:S:1:pos:R:3:forces:R:3:lowdin_charge:R:1
C -2.87672 -0.10649 3.05923 0.138 -0.206 -0.030 -0.43
C 2.98724 8.39446 -3.24411 -0.008 0.003 0.008 -0.08
F 4.33176 2.50129 0.44852 0.058 0.149 0.205 -0.02
H 5.62354 1.68089 3.01717 -0.128 -0.018 -0.085 0.09
H 4.66118 9.74444 -3.10280 0.009 -0.003 0.002 0.10
H 0.67380 -5.07543 -3.51680 -0.004 0.007 0.014 0.10
C 4.10178 2.61124 1.81732 0.073 0.084 0.040 -0.39
C -6.95056 -0.20641 -5.03797 -0.005 0.019 0.013 -0.16
F -4.72339 -3.55171 1.03905 -0.077 -0.059 0.067 0.20
C 3.58934 -2.65634 1.77096 0.225 -0.064 -0.156 -0.15
C 3.32959 -6.06099 1.28171 -0.309 0.057 -0.127 -0.53
F -3.38700 0.42694 1.91755 -0.019 -0.019 0.055 0.10
H -3.49990 -4.68257 -2.63874 0.000 -0.008 0.002 0.09
H 4.03243 1.01150 3.32567 0.170 0.107 -0.088 0.07
H -4.98245 -2.79533 -4.14243 0.007 0.008 -0.002 0.09
H 4.37103 -0.85018 0.85600 -0.190 -0.093 -0.026 0.10
C -2.76639 -2.34434 1.63600 -0.045 -0.096 0.158 -0.32
C -0.37037 -5.18552 -3.78911 0.008 -0.010 -0.016 -0.15
F -2.35075 2.05503 -0.77391 0.318 0.133 -0.175 0.13
C -1.01807 1.88693 -0.86994 -0.689 1.202 0.395 -0.54
C 2.63903 -3.78586 1.34778 -0.281 0.173 0.000 -0.17
F -1.80493 -1.63625 1.01226 0.074 0.138 -0.017 0.15
C -3.17112 -1.64337 2.98201 -0.019 0.160 -0.357 -0.35
H 2.21694 -7.88721 1.15969 -0.033 0.160 -0.021 0.09
H 2.82863 0.95519 0.00268 -0.068 0.079 0.172 0.12
O 1.84172 3.23039 -0.83060 0.372 0.406 -0.379 0.12
C 1.06204 2.82272 -0.03555 -0.265 -0.362 0.293 -0.45
N 4.36863 6.89311 -1.34665 -0.023 0.021 0.026 0.06
F -4.49083 -1.83996 3.15355 -0.180 -0.040 0.016 0.16
H 4.65821 3.49095 2.15302 -0.104 -0.108 -0.087 0.09
C -1.87743 -5.83913 -5.36138 0.028 0.000 -0.008 -0.16
H 3.47658 -2.45791 2.84287 0.051 0.020 -0.108 0.12
C 4.68202 1.39298 2.54047 0.337 0.107 -0.029 -0.01
H 1.88163 -3.40934 0.64648 0.088 -0.047 0.105 0.12
H 1.34685 -6.52804 1.89219 0.093 -0.064 -0.120 0.09
H 2.81469 5.55418 -1.42931 0.007 -0.026 -0.037 0.05
C 2.00480 0.73764 0.68470 -0.307 -0.127 0.104 -0.09
H 2.45069 8.97791 -3.98134 0.000 -0.001 0.001 0.10
H -7.50009 0.20507 -5.87765 0.004 -0.016 -0.007 0.10
H 4.60554 -3.03250 1.61724 -0.153 -0.011 0.115 0.12
N -7.00708 0.49272 -3.90675 0.007 -0.008 -0.005 0.05
F -3.63993 0.33477 4.08321 -0.002 0.033 0.091 0.13
C 2.59590 2.94148 2.05895 0.073 0.149 0.052 -0.59
H 2.13173 3.57513 3.99329 0.405 -0.184 0.262 0.09
H 1.50401 -1.05104 1.83470 -0.056 0.198 0.074 0.11
H -5.07979 -1.50024 -2.00825 0.002 0.021 -0.006 0.07
O 3.36488 -4.82864 0.67462 0.019 0.102 0.088 -0.05
H 1.56725 -6.54600 0.13946 0.081 -0.098 0.064 0.09
H -0.14139 -0.01688 1.60298 -0.001 -0.088 -0.055 0.08
H -1.40351 0.96939 4.13936 -0.165 -0.030 -0.131 0.12
F -3.35650 -2.99116 -0.53315 0.093 -0.146 -0.187 0.17
N -0.60610 -5.69309 -4.99671 -0.008 0.000 0.004 0.05
N 2.30373 2.72452 3.46771 -0.413 -0.055 -0.475 0.05
C 1.21631 1.80646 3.58569 0.243 -0.053 -0.298 -0.49
H -0.36130 4.44106 1.77180 0.264 0.142 0.137 -0.05
C -1.37189 -4.80877 -2.90635 -0.018 0.004 0.003 -0.07
C 4.21271 8.82219 -2.75941 -0.013 -0.002 -0.007 -0.08
H 4.92124 0.61432 1.81287 -0.153 0.195 0.233 0.07
O 4.26958 -6.47292 1.88456 0.253 -0.173 0.059 0.14
H 1.51155 6.82996 -3.11614 0.008 -0.015 -0.005 0.10
N -0.36353 2.97124 -0.27466 0.179 -0.154 0.105 0.16
H -6.40257 0.59898 -1.94808 0.014 -0.014 0.006 0.10
C 3.40875 -1.35738 0.97397 -0.163 -0.032 -0.102 -0.19
F -2.53182 -2.27028 3.98320 0.084 0.015 0.136 0.15
C -1.40947 0.25846 3.31514 0.189 -0.072 -0.066 -0.06
H -1.12338 -4.40252 -1.93494 0.009 0.013 -0.006 0.09
C -5.60281 -1.16102 -2.88951 -0.002 -0.027 -0.079 -0.06
H -0.51751 3.84065 -0.78118 -0.248 -0.089 0.077 0.16
N -2.22838 3.14759 2.85008 0.142 0.201 -0.058 -0.23
H 3.06769 -1.59924 -0.04372 0.116 0.013 0.126 0.13
C -0.66123 0.80068 2.08278 0.115 -0.027 -0.161 -0.15
H -1.40021 1.16241 1.36651 0.070 0.037 0.211 0.08
C 2.46413 7.20403 -2.76549 0.017 0.021 -0.008 -0.07
O -0.54778 0.95134 -1.39066 0.430 -1.135 -0.223 0.20
H -6.23156 -1.91517 -6.12037 -0.003 0.006 -0.005 0.10
H -3.96555 -5.63374 -4.90574 0.001 -0.012 -0.004 0.10
H -0.12102 3.91063 3.91320 0.108 0.089 -0.033 0.02
C -2.95201 -5.49193 -4.55516 0.012 0.019 0.012 -0.08
F -4.61457 -1.49660 0.36622 -0.057 0.124 0.102 0.18
H -0.89964 -0.63397 3.68763 -0.053 0.160 0.024 0.13
C -6.24190 -1.39122 -5.17429 0.005 -0.001 0.012 -0.07
H 5.82052 8.34177 -1.41422 -0.004 0.015 -0.009 0.10
I 2.50796 5.13187 1.69848 -0.080 -0.233 0.027 1.04
C 2.37753 -0.42477 1.62180 0.066 -0.112 0.019 -0.18
C 1.49083 2.11381 1.26391 -0.171 -0.067 -0.138 -0.25
C 2.03614 -6.81403 1.08710 -0.088 0.073 0.128 0.02
H 2.10576 -4.19495 2.21333 0.106 -0.029 -0.095 0.13
C -6.34120 0.01290 -2.85885 -0.017 0.021 0.012 -0.15
H -2.04260 -6.25618 -6.34882 -0.016 0.004 0.004 0.10
O 1.07905 1.07573 4.51935 -0.260 0.084 0.378 0.15
H -2.82247 3.65102 2.20095 -0.043 -0.182 0.074 0.00
H 1.18649 0.37955 0.05271 0.209 -0.001 -0.090 0.11
P -0.71371 3.47393 2.71268 -0.510 -0.240 -0.166 0.80
C -2.69086 -4.96516 -3.30068 -0.035 0.007 0.023 -0.09
C 0.35514 1.92889 2.34047 0.120 -0.016 0.028 -0.33
C 3.19132 6.49168 -1.82233 0.011 -0.006 -0.015 -0.18
H 2.75338 -0.09051 2.59175 -0.174 -0.155 -0.202 0.09
C 4.85955 8.03815 -1.81527 0.001 -0.025 0.015 -0.16
F -2.25421 -3.55667 1.91601 0.031 -0.087 0.016 0.16
C -3.91261 -2.59431 0.61344 0.105 0.165 0.106 -0.56
C -5.55271 -1.87694 -4.07497 0.010 -0.005 0.002 -0.07
```
Positions in Å, forces in eV/Å.

As for the charge: 0. Its structure (SMILES) is CC(=O)OCCCCC[C@]1(C(=O)NC(=O)F)[C@](I)([C@@H](C)F)NC(=O)[C@@]1(CCC(F)(F)C(F)(F)C(F)(F)C(F)(F)F)[PH2]=N.c1ccncc1.c1ccncc1.c1ccncc1. As for the max |F|: 0.0280 hartree/bohr. Its calculated total energy is -3838.67713 Ha. For the LUMO energy, the calculation gives -0.489 eV. As for the HOMO energy: -9.5 eV. The HOMO-LUMO gap is 9.0 eV.


Entry 2:
Computed, not measured: a molecular structure, C3H8N2O2 at a distorted geometry, with wB97M-V/def2-TZVPD.

```
15
Properties=species:S:1:pos:R:3:forces:R:3:nbo_charge:R:1
H -1.77061 -2.20257 -0.39268 -0.030 0.143 -0.048 0.42
H 0.63692 -0.40634 1.10807 -1.166 0.141 0.571 0.38
N -1.10232 -1.55969 -0.79471 0.169 0.195 0.088 -0.71
H 0.05933 2.01477 0.70787 0.018 -0.023 0.020 0.22
H -1.61465 0.68715 1.25798 0.121 -0.028 -0.006 0.35
H -0.51518 -1.84692 -1.56547 -0.048 0.028 0.087 0.42
H 0.35007 2.09295 -1.03998 0.068 -0.082 -0.003 0.21
O -0.33522 -0.61306 2.08385 0.377 0.173 -0.619 -0.67
H 2.22871 -0.50605 -0.97228 -0.077 0.006 -0.006 0.48
C 0.66185 1.61522 -0.10770 -0.002 -0.112 0.286 -0.63
H 1.69744 1.88921 0.09769 -0.026 0.029 -0.035 0.22
O 1.30974 -0.44709 -1.25389 -0.100 -0.023 0.105 -0.73
N -1.41679 -0.30607 1.13932 0.348 -0.138 0.180 -0.41
C -0.73455 -0.51586 -0.07645 0.648 -0.316 0.034 0.51
C 0.54524 0.10436 -0.19162 -0.301 0.008 -0.656 -0.06
```
Positions in Å, forces in eV/Å.

As for the charge: 0. As for the max |F|: 0.0254 hartree/bohr. Its calculated total energy is -378.94872 Ha. For the LUMO energy, the calculation gives 0.437 eV. As for the HOMO energy: -7.7 eV. The HOMO-LUMO gap is 8.1 eV. The relative energy (zero: lowest compared OMol25 entry of this formula, charge and spin) is 120.7 kcal/mol.


Entry 3:
Computed, not measured: a gas-phase ion, C6H6N (charge +1) at a distorted geometry, with wB97M-V/def2-TZVPD.

```
13
Properties=species:S:1:pos:R:3:forces:R:3:nbo_charge:R:1
H -2.49172 -2.01191 -0.08790 -0.786 -1.291 -0.213 0.27
H 0.73089 1.45171 -1.47777 0.599 0.802 -0.598 0.26
H -1.56118 1.91315 0.06280 0.970 0.448 0.115 0.29
C 0.26295 0.89202 -0.72194 0.402 -1.677 0.537 -0.08
C -0.72732 1.23272 0.31781 -3.323 0.685 -2.055 -0.44
N 0.91219 -0.24404 -0.11633 0.298 -0.353 -0.472 -0.34
H 2.84880 -0.07494 0.49469 -1.289 -1.116 0.352 0.24
C -1.37792 -0.06219 0.19038 -2.390 -2.895 1.023 -0.04
C -0.17130 -0.64345 -0.93041 -0.582 -0.322 -1.013 0.04
H -0.37786 1.32384 1.26598 1.095 1.079 2.789 0.26
C 1.94077 -0.75781 0.37820 2.843 -0.300 -0.470 0.13
C -2.03066 -1.12870 0.19861 2.530 3.328 -0.292 0.17
H 2.04236 -1.89041 0.42589 -0.367 1.611 0.297 0.25
```
Positions in Å, forces in eV/Å.

As for the charge: +1. As for the max |F|: 0.0815 hartree/bohr. Its calculated total energy is -286.41690 Ha. For the LUMO energy, the calculation gives -5.605 eV. As for the HOMO energy: -13.8 eV. The HOMO-LUMO gap is 8.2 eV. The relative energy (zero: lowest compared OMol25 entry of this formula, charge and spin) is 137.0 kcal/mol.


Entry 4:
Computed, not measured: 2 unconnected molecules or ions with the total composition C2H3O3S at a distorted geometry, with wB97M-V/def2-TZVPD.

```
9
Properties=species:S:1:pos:R:3:forces:R:3:nbo_charge:R:1
H -0.23034 -1.70766 0.50871 -1.870 -1.306 -0.141 0.11
C 0.69549 -1.22124 0.41394 0.049 0.420 0.232 0.28
H 1.46188 1.19484 0.50801 -3.229 -3.516 -1.170 0.16
C 0.44247 0.12669 0.21643 2.408 5.470 0.691 -0.77
S -1.13607 0.86108 0.21544 0.504 0.651 -2.502 2.00
O -1.12503 2.15089 0.87342 0.126 -0.196 0.329 -0.99
O 1.71780 -1.88209 0.56856 1.030 0.097 -0.028 -0.68
O -2.14142 -0.12342 0.49982 -0.648 -0.717 0.718 -1.00
H -1.68616 1.31842 -1.17142 1.629 -0.903 1.870 -0.11
```
Positions in Å, forces in eV/Å.

As for the charge: -1. As for the max |F|: 0.1170 hartree/bohr. Its calculated total energy is -701.85012 Ha. For the LUMO energy, the calculation gives 3.725 eV. As for the HOMO energy: -4.3 eV. The HOMO-LUMO gap is 8.0 eV. The relative energy (zero: lowest compared OMol25 entry of this formula, charge and spin) is 90.8 kcal/mol.


Entry 5:
Computed, not measured: C8H11NO2S2 in the gas phase at a distorted geometry, with wB97M-V/def2-TZVPD.

```
24
Properties=species:S:1:pos:R:3:forces:R:3:nbo_charge:R:1
H 3.21851 0.75336 -0.68172 -1.181 -0.821 1.103 0.49
S -3.05980 1.23491 -1.73329 -0.227 1.671 -1.189 0.00
C 1.34759 0.32833 -0.74001 1.676 0.343 0.830 0.54
H -0.26240 3.37727 -0.29439 0.341 0.028 -0.850 0.13
H 0.45502 -1.27246 4.12368 -0.218 -0.535 -0.778 0.22
H 1.78918 1.50566 -2.54637 -1.038 -0.666 0.830 0.23
C 0.91747 -1.13040 2.03800 0.157 3.047 0.387 -0.20
C -0.36640 0.70645 -2.13914 -0.465 -0.043 -2.039 -0.25
C 0.68557 -1.95325 3.26301 -3.583 0.142 -0.854 -0.62
C -0.82267 -0.22040 -1.07320 -0.462 2.516 1.649 0.43
H -2.92529 2.38593 -2.55396 -0.322 -1.345 0.934 0.14
O 2.56127 0.29146 -0.08007 -0.055 0.668 -1.485 -0.67
O -1.66655 -1.25923 -1.12192 -2.605 -1.555 0.469 -0.69
H -2.57794 -1.17898 -0.63666 2.795 0.351 -1.198 0.51
H -0.74311 0.56675 -3.18577 0.322 0.313 1.115 0.25
H -0.36628 -2.03565 0.67092 -1.265 -1.229 0.027 0.20
C 0.19038 -1.19130 0.92549 1.878 0.317 0.409 -0.03
C 1.05573 0.96790 -1.88898 0.919 0.162 -0.482 -0.44
H 1.53349 -2.46376 3.58137 1.379 -1.447 0.338 0.21
H -0.27617 -2.64931 3.00982 2.487 1.312 1.070 0.20
S -1.05457 2.43187 0.18633 -0.530 -0.839 0.662 0.01
H 1.48801 -0.13374 2.17137 -0.587 -1.891 -0.170 0.21
C -1.40170 1.25739 -1.13496 0.394 -0.271 -0.011 -0.41
N 0.28066 -0.31882 -0.15956 0.191 -0.228 -0.768 -0.45
```
Positions in Å, forces in eV/Å.

As for the charge: 0. Its structure (SMILES) is C/C=C/N1C(O)=C[C@@H]2C(S)(S)[C@@]21O. As for the max |F|: 0.0717 hartree/bohr. Its calculated total energy is -1312.92496 Ha. For the LUMO energy, the calculation gives 0.471 eV. As for the HOMO energy: -7.6 eV. The HOMO-LUMO gap is 8.0 eV. The relative energy (zero: lowest compared OMol25 entry of this formula, charge and spin) is 59.8 kcal/mol.


Entry 6:
Computed, not measured: a molecular structure, C21H22Cl2GeMnN8O4, with wB97M-V/def2-TZVPD.

```
59
Properties=species:S:1:pos:R:3:forces:R:3:nbo_charge:R:1
H -4.27169 1.04213 -2.10588 0.002 0.002 -0.004 0.23
H -4.69659 -1.38613 1.30844 -0.001 -0.003 0.002 0.22
C 0.29207 -1.36824 -4.09925 0.002 -0.004 -0.004 -0.26
H 0.32903 -2.19484 -4.79427 -0.002 -0.001 -0.001 0.23
H -2.57706 1.53518 -2.12745 0.039 0.019 -0.006 0.22
H -4.76996 -1.88599 -0.38364 0.004 0.002 0.000 0.23
C -0.17165 -0.72163 3.27558 -0.095 -0.045 -0.003 0.65
C -3.24879 0.69645 -1.94555 -0.003 -0.023 -0.003 -1.08
Cl 0.07539 2.87728 -5.56602 0.001 -0.003 -0.006 0.00
C 1.88517 -0.09719 2.53730 -0.022 0.018 0.003 0.48
Cl -0.05419 4.11700 -0.32781 -0.004 -0.006 -0.001 0.02
H 4.45315 0.75926 2.63616 0.001 -0.003 0.000 0.25
C 0.29919 -1.63936 -2.71737 -0.014 0.002 0.029 0.07
C 3.25157 -0.26696 -0.82009 -0.001 0.011 -0.021 0.08
N 0.17619 -0.47491 4.54207 0.031 0.013 0.007 -0.57
H -0.02919 4.33973 -3.14842 0.001 -0.001 -0.002 0.24
O 0.90994 -2.58553 0.28915 0.102 0.041 -0.224 -0.58
O -0.28119 -4.15082 -0.63342 0.038 0.027 -0.010 -0.44
H 5.20645 0.18774 -1.56163 -0.001 0.000 -0.001 0.23
N 2.32115 0.17477 3.74427 0.023 -0.003 0.008 -0.56
C 0.03238 3.28765 -2.90705 -0.001 -0.009 -0.009 -0.20
C 5.01782 0.54501 0.55644 -0.002 -0.003 -0.020 -0.15
H 2.85185 -0.57735 -1.77741 -0.003 -0.004 0.006 0.21
O -0.09158 -4.06552 1.51108 -0.050 0.014 0.049 -0.40
C 0.10079 1.57244 -1.18672 -0.031 0.005 0.038 0.37
N 2.41918 -0.31984 0.21351 -0.021 -0.001 0.013 -0.46
H -3.03598 -0.08835 -2.67381 0.005 0.005 0.007 0.23
C 0.23297 -0.07656 -4.54192 0.001 -0.009 0.008 -0.13
C -1.57345 -1.18370 0.11621 0.004 -0.076 -0.037 -0.90
H -2.81591 1.20454 2.14331 -0.015 0.001 -0.013 0.23
H -1.79494 -2.19052 -0.25966 -0.013 0.039 0.012 0.18
N 0.25351 -0.67048 -1.83249 0.021 -0.040 -0.022 -0.42
H 0.22293 0.15059 -5.59923 -0.001 -0.002 0.000 0.23
C 0.17480 0.97981 -3.60528 -0.007 -0.005 -0.016 -0.04
H -2.21856 2.23213 0.83987 0.016 0.002 -0.007 0.24
N -1.38481 -1.19476 3.04146 0.060 0.050 0.042 -0.75
C 2.86057 0.03899 1.41999 -0.001 -0.005 -0.006 0.17
C -3.01041 1.54059 1.12326 -0.007 -0.004 0.014 -1.09
C 0.03936 2.90249 -1.55443 -0.004 0.000 -0.001 -0.13
H 0.33003 -2.64818 -2.32357 0.004 -0.016 0.010 0.25
N 0.65725 -0.51421 2.21449 0.013 0.026 -0.072 -0.56
C 0.09361 2.35989 -3.90791 0.009 0.021 0.011 -0.08
H -1.98021 -1.38840 3.82616 -0.007 0.002 -0.002 0.41
C 4.56316 0.15965 -0.69376 0.008 0.000 0.012 -0.23
H -5.59313 -0.40875 0.13986 0.001 0.000 0.001 0.23
H 2.72830 0.59673 6.13298 -0.001 -0.001 0.002 0.41
C 0.18685 0.62489 -2.24776 -0.036 0.000 -0.009 0.09
H -1.66139 -1.37708 2.07322 0.008 -0.039 -0.004 0.44
H 1.15659 0.12500 6.73027 0.000 0.001 0.001 0.41
N 0.13094 -3.64758 0.39818 -0.068 -0.021 0.009 0.74
C 4.15419 0.48113 1.63709 -0.012 0.005 0.020 -0.19
H 6.03514 0.88813 0.68942 -0.001 0.000 0.001 0.23
N 1.78902 0.28702 5.96876 0.011 -0.005 0.005 -0.76
O 0.06732 1.12461 0.04126 0.024 0.022 -0.006 -0.69
Mn 0.30325 -0.75713 0.18528 0.032 -0.009 0.208 1.10
Ge -3.07867 0.01781 -0.10402 -0.012 -0.007 0.003 1.57
C -4.70194 -1.02278 0.27964 0.008 0.017 0.001 -1.08
C 1.40493 -0.01593 4.71957 -0.039 -0.003 -0.016 0.61
H -3.96476 2.07007 1.11155 0.005 0.007 0.000 0.22
```
Positions in Å, forces in eV/Å.

As for the charge: 0. As for the spin multiplicity: 4. As for the max |F|: 0.0048 hartree/bohr. The expectation value of S² is 3.7874. Its calculated total energy is -5700.73389 Ha. For the LUMO energy (spin up / spin down), the calculation gives -0.548 / -0.611 eV. As for the HOMO energy (spin up / spin down): -7.3 / -8.0 eV. The HOMO-LUMO gap (spin up / spin down) is 6.8 / 7.3 eV. The relative energy (zero: lowest compared OMol25 entry of this formula, charge and spin) is 1.1 kcal/mol.